# 1
Molecular formula: C6H16N2
Method: DFT, ωB97M-V/def2-TZVPD

Structure (XYZ):
```
24
Properties=species:S:1:pos:R:3:forces:R:3:lowdin_charge:R:1
C 0.54547 -0.71110 -0.36046 0.269 0.025 -0.500 -0.161
N 2.01980 -0.74363 -0.39116 -0.422 0.566 0.068 -0.068
C 2.63702 -0.16167 0.80708 -0.035 -0.228 0.174 -0.316
C 4.14811 -0.17803 0.67759 -0.058 -0.006 0.032 -0.103
C -0.02788 0.48330 -1.19706 1.066 0.581 -0.548 -0.504
N 0.59083 1.66850 -1.20965 -0.255 -1.489 -0.472 0.037
C -0.50141 1.66317 -0.06107 -0.829 1.994 2.083 -0.147
C -1.06593 0.18197 -2.26211 -0.055 -0.314 0.288 -0.029
H 0.14497 -1.64085 -0.77150 -0.013 -0.015 0.056 0.107
H 0.20988 -0.61967 0.66805 -0.100 -0.144 0.133 0.106
H -11.65363 -2.36110 3.46300 -0.563 0.628 -0.642 0.000
H 2.35051 -0.76443 1.67394 -0.048 -0.036 -0.029 0.110
H 2.29383 0.86134 1.00178 -0.062 0.074 -0.091 0.098
H 4.50369 -1.20455 0.59397 0.066 0.011 0.029 0.071
H 4.48675 0.36776 -0.20470 -0.073 0.039 -0.023 0.071
H 4.59370 0.29634 1.55142 0.110 -0.056 0.019 0.069
H -11.27424 -2.78481 3.89595 0.563 -0.628 0.642 0.000
H 2.27299 -0.07478 -1.11329 0.140 -0.211 -0.271 0.091
H 0.04302 1.72721 0.88326 -0.017 -0.159 -0.079 0.090
H -1.00023 2.61076 -0.27067 0.189 0.048 -0.164 0.106
H -1.39963 1.08097 0.20488 0.242 -0.578 -0.637 0.125
H -1.26582 1.09444 -2.81598 -0.068 0.003 0.004 0.083
H -1.98136 -0.21449 -1.82286 -0.080 -0.110 -0.088 0.080
H -0.67041 -0.57665 -2.94040 0.032 0.008 0.017 0.086
```
Positions in Å, forces in eV/Å.

Values from the calculation:
largest force on an atom = 3.00 eV/Å
HOMO-LUMO gap = 8.530 eV
relative energy (zero: lowest compared OMol25 entry of this formula, charge and spin) = 5.379 eV

# 2
Molecular formula: CH6OS2
Method: DFT, ωB97M-V/def2-TZVPD

Structure (XYZ):
```
10
Properties=species:S:1:pos:R:3:forces:R:3:lowdin_charge:R:1
S -2.60255 -0.47346 0.96215 -0.582 1.370 -1.851 0.203
S -2.48773 -0.25650 -1.31440 0.505 0.623 2.428 0.214
H -3.45683 0.60646 1.31306 0.940 -1.206 -0.768 -0.180
H -1.44128 0.65722 -1.36497 -0.837 -0.760 0.201 -0.213
C 1.87524 -0.17661 -0.23776 -0.220 0.657 0.938 -0.144
O 1.13727 -0.52160 0.99371 0.110 2.288 -0.688 -0.189
H 1.24349 -0.29262 -1.12412 -0.099 0.096 0.165 0.056
H 2.19149 0.89384 -0.12624 -0.007 -0.967 -0.474 0.084
H 2.75932 -0.81692 -0.39691 -0.409 0.198 0.527 0.075
H 0.78158 0.38019 1.29549 0.598 -2.298 -0.479 0.092
```
Positions in Å, forces in eV/Å.

Values from the calculation:
largest force on an atom = 2.56 eV/Å
SMILES = CO.SS
HOMO-LUMO gap = 9.199 eV
relative energy (zero: lowest compared OMol25 entry of this formula, charge and spin) = 1.292 eV

# 3
Molecular formula: CH2BrFO2S
Method: DFT, ωB97M-V/def2-TZVPD

Structure (XYZ):
```
8
Properties=species:S:1:pos:R:3:forces:R:3:lowdin_charge:R:1
C 1.44931 0.23598 0.20727 -3.869 -1.197 -1.069 -0.196
O -2.30516 -1.59543 -0.95109 0.062 -0.548 -1.119 -0.471
O 0.08724 -0.51938 0.09347 -0.047 -0.632 -0.041 -0.518
F 1.36546 1.07517 1.26532 0.834 -1.097 1.453 -0.012
S -1.87757 -0.79046 0.12449 3.735 1.278 1.517 0.606
Br -2.38636 1.27783 -0.28085 -0.350 0.733 -0.218 0.351
H 2.12640 -0.67632 0.06997 -0.524 1.608 1.289 0.148
H 1.54068 0.99260 -0.52858 0.160 -0.145 -1.811 0.092
```
Positions in Å, forces in eV/Å.

Values from the calculation:
largest force on an atom = 4.23 eV/Å
HOMO-LUMO gap = 9.123 eV
relative energy (zero: lowest compared OMol25 entry of this formula, charge and spin) = 2.074 eV

# 4
Molecular formula: C47H47N2O3
Method: DFT, ωB97M-V/def2-TZVPD

Structure (XYZ):
```
99
Properties=species:S:1:pos:R:3:forces:R:3:lowdin_charge:R:1
C 4.94297 4.21826 -0.82957 0.395 -0.319 -0.175 -0.069
C 3.58875 4.74649 -0.34241 -0.097 0.515 -0.135 -0.084
C 3.45394 4.14895 1.02204 -0.229 -0.442 0.585 -0.127
C 4.69434 3.53255 1.34615 0.195 -0.169 -0.875 -0.163
O 5.60723 3.54747 0.33144 -2.021 0.548 1.178 0.037
C 4.90327 2.93689 2.60867 0.032 0.066 -0.088 0.052
C 3.84094 2.89721 3.49179 0.147 -0.015 -0.284 0.034
C 2.51700 3.33765 3.11943 -0.551 -0.417 0.244 -0.177
C 1.36638 3.14823 3.93538 1.251 1.486 0.131 0.122
C 1.44586 2.92463 5.35746 -0.237 -1.280 0.950 -0.207
C 0.77121 3.77155 6.29332 -0.196 -0.204 -0.174 0.053
C 0.88436 3.54522 7.65684 0.516 -1.158 -0.207 -0.129
C 1.62823 2.42121 8.11152 -0.062 0.203 0.046 -0.196
O 1.57918 2.21103 9.45578 -0.272 0.797 -1.286 0.010
C 0.71058 3.25690 10.02695 0.125 -0.379 0.282 -0.095
C 0.30643 4.19920 8.87749 -0.158 0.696 0.231 -0.086
C 2.33004 1.59098 7.22354 -0.368 0.056 0.810 0.033
C 2.17108 1.80726 5.87380 0.247 0.685 -0.478 -0.033
C 2.37034 4.02988 1.87550 0.616 -0.301 -0.771 0.062
H 4.82322 3.47290 -1.62611 0.179 0.047 0.377 0.136
H 5.62729 4.99769 -1.18142 -0.168 -0.227 0.222 0.133
H 3.60980 5.84149 -0.28956 -0.110 -0.163 0.002 0.135
H 2.76627 4.45472 -1.00093 0.154 0.042 0.021 0.113
H 5.89205 2.52860 2.82566 -0.396 0.121 0.176 0.138
H 3.99070 2.48246 4.48454 0.070 0.115 -0.280 0.110
H 0.37839 3.40772 3.52341 0.556 0.232 0.063 0.145
H 0.17942 4.60598 5.90875 0.157 -0.191 0.195 0.133
H -0.15899 2.76374 10.48344 0.346 0.024 -0.193 0.130
H 1.29470 3.73957 10.82108 -0.211 -0.076 -0.316 0.130
H 0.73528 5.19579 9.05322 -0.130 -0.195 -0.193 0.129
H -0.78201 4.31759 8.82212 0.231 -0.043 -0.036 0.128
H 2.94144 0.79388 7.63807 -0.250 -0.063 -0.268 0.132
H 2.59758 1.10336 5.16058 -0.044 0.117 0.247 0.124
H 1.39619 4.44961 1.62198 0.224 -0.156 -0.084 0.133
C -1.82587 -7.40385 -4.52172 0.092 -0.286 -0.104 -0.049
C -2.07225 -6.05400 -3.92859 0.142 0.411 0.143 -0.264
C -1.98998 -4.90385 -4.72250 -0.358 0.011 0.518 0.009
C -2.26192 -3.63787 -4.19336 0.308 -0.458 0.332 -0.175
C -2.33880 -2.45332 -5.10519 0.168 0.258 -0.486 -0.017
C -2.48643 -3.55383 -2.80880 -0.205 -0.789 -0.351 -0.121
N -2.62305 -2.27550 -2.19544 -0.158 1.070 0.748 0.081
C -1.70873 -1.26741 -2.14040 -1.530 0.574 -0.761 -0.080
C -0.47431 -1.05433 -2.94042 4.214 -2.161 -0.641 -0.404
C 0.66434 -1.95659 -2.80358 -3.469 1.273 -0.193 -0.218
C 1.62175 -1.95694 -3.94261 0.155 0.072 -0.147 -0.069
C 0.53879 -3.10239 -1.95402 -0.069 -0.963 0.403 -0.206
C -0.02544 -3.06544 -0.65053 0.623 -0.132 -0.124 -0.064
C 0.03134 -4.19357 0.17124 -0.153 -0.129 -0.367 -0.120
C 0.50950 -5.41214 -0.33456 -0.229 0.055 0.244 -0.106
C 0.94250 -5.49683 -1.66374 -0.069 0.267 -0.104 -0.091
C 0.96825 -4.35910 -2.45986 -0.091 0.060 0.364 -0.039
O -0.43385 -0.10968 -3.75945 -1.270 0.629 0.123 -0.013
N -2.32494 -0.20938 -1.56358 -0.464 -1.465 0.335 0.071
C -1.85891 1.12293 -1.61797 0.538 0.917 0.193 -0.125
C -0.60384 1.42812 -1.06114 -0.324 0.369 0.017 -0.175
C 0.25963 0.43361 -0.35254 0.558 -0.062 0.389 -0.025
C -0.14946 2.74021 -1.15882 -0.708 -0.080 -0.257 -0.005
C -0.92725 3.71285 -1.78991 -0.108 -0.180 -0.036 -0.261
C -0.39005 5.10172 -1.92280 0.063 0.269 -0.014 -0.055
C -2.18035 3.38124 -2.31697 0.258 -0.054 0.149 0.008
C -2.65959 2.07212 -2.27305 0.587 0.036 0.238 -0.175
C -3.95003 1.74212 -2.96825 -0.456 0.220 -0.192 -0.026
C -3.58117 -0.61108 -1.10671 0.231 0.926 -0.183 -0.007
C -3.77748 -1.86231 -1.51897 0.302 -0.630 -0.575 0.003
C -2.66813 -4.68944 -2.00442 0.877 -0.134 -0.498 -0.185
C -3.01816 -4.61421 -0.55592 -0.071 -0.252 0.579 -0.040
C -2.39913 -5.93660 -2.57735 -0.305 0.359 -0.274 -0.001
H -1.90474 -8.17434 -3.74626 0.057 0.073 -0.262 0.078
H -2.56591 -7.61889 -5.30461 0.217 -0.017 0.156 0.089
H -0.82578 -7.45333 -4.97219 -0.226 -0.065 0.061 0.087
H -1.74285 -4.99214 -5.77984 -0.153 0.002 0.155 0.128
H -3.04383 -1.69666 -4.73772 0.259 -0.096 -0.051 0.085
H -1.36048 -1.97458 -5.26474 -0.318 -0.024 0.199 0.084
H -2.69203 -2.78443 -6.09223 0.045 0.088 0.291 0.090
H 2.56172 -2.44760 -3.67555 -0.037 0.066 -0.057 0.079
H 1.19151 -2.49574 -4.81054 0.224 0.231 0.123 0.087
H 1.81464 -0.92861 -4.24984 0.047 -0.093 -0.112 0.075
H -0.48147 -2.13233 -0.28604 0.538 -0.530 0.015 0.089
H -0.36824 -4.12193 1.19354 0.259 -0.175 -0.463 0.107
H 0.46846 -6.30819 0.28684 0.158 0.267 -0.120 0.097
H 1.24057 -6.45115 -2.10672 -0.094 0.231 0.300 0.106
H 1.24317 -4.41680 -3.52047 0.069 -0.067 0.587 0.110
H 1.09468 0.96015 0.13754 -0.321 -0.069 -0.037 0.077
H -0.28092 -0.11735 0.42798 0.055 0.049 -0.229 0.086
H 0.73423 -0.28356 -1.03881 -0.311 0.104 0.146 0.077
H 0.81254 2.99308 -0.70670 -0.204 0.009 -0.207 0.095
H -1.20518 5.81614 -2.07855 0.271 -0.008 0.037 0.082
H 0.16066 5.36790 -1.01233 -0.076 0.161 -0.186 0.065
H 0.30409 5.16928 -2.77429 -0.205 0.039 0.205 0.093
H -2.80771 4.15212 -2.78035 0.381 -0.272 0.104 0.124
H -4.32445 2.64921 -3.45952 0.078 -0.222 0.117 0.083
H -3.84273 0.98603 -3.75987 0.162 0.057 0.360 0.096
H -4.73585 1.41609 -2.27550 0.182 0.019 -0.231 0.072
H -4.25182 0.06753 -0.60886 0.141 -0.042 0.055 0.133
H -4.66417 -2.47095 -1.47392 0.189 -0.071 0.073 0.137
H -2.94218 -5.62300 -0.12879 -0.101 0.291 -0.036 0.092
H -2.31488 -3.98537 0.00113 -0.394 -0.032 -0.197 0.059
H -4.03815 -4.25016 -0.38799 0.173 -0.136 0.019 0.075
H -2.44336 -6.83239 -1.95284 -0.083 0.279 -0.198 0.122
```
Positions in Å, forces in eV/Å.

Values from the calculation:
largest force on an atom = 4.78 eV/Å
charge = +1
HOMO-LUMO gap = 2.279 eV
relative energy (zero: lowest compared OMol25 entry of this formula, charge and spin) = 0.000 eV

# 5
Molecular formula: C4H12N2O
Method: DFT, ωB97M-V/def2-TZVPD

Structure (XYZ):
```
19
Properties=species:S:1:pos:R:3:forces:R:3:lowdin_charge:R:1
N -0.39538 1.32096 -0.51164 0.272 0.006 0.265 0.040
C 0.21928 -0.01964 -0.42450 0.567 0.480 0.428 -0.384
C 0.07037 -0.65455 0.96275 -0.901 -0.629 -0.638 -0.179
C 0.90179 -0.04902 2.04551 0.689 1.098 0.865 -0.256
O 0.31646 1.10178 2.67822 -0.264 -0.265 0.120 -0.080
C -0.25871 -0.95077 -1.56602 0.326 -0.521 0.916 -0.271
N -0.89939 -0.36423 -2.69975 -1.350 -0.320 -0.318 -0.012
H 0.30889 2.02160 -0.32312 -0.049 0.127 -0.125 0.071
H -1.12725 1.46580 0.17337 -0.191 -0.194 -0.102 0.067
H -0.03518 1.68484 2.00163 0.088 0.008 -0.096 0.051
H 1.29592 0.14990 -0.49587 0.085 0.019 -0.526 0.128
H -0.98963 -0.60523 1.22687 -0.130 0.165 0.268 0.125
H 0.23177 -1.73654 0.92580 0.407 0.026 -0.218 0.118
H 1.89343 0.28800 1.70613 -0.085 -0.405 -0.380 0.118
H 1.10025 -0.73933 2.86414 -0.208 -0.123 -0.030 0.116
H 0.57230 -1.59346 -1.86812 0.206 0.249 -0.155 0.109
H -0.92269 -1.68317 -1.07894 -0.340 0.280 -0.452 0.108
H -0.45465 0.40016 -3.18202 0.495 0.011 0.371 0.064
H -1.82756 -0.03709 -2.43445 0.384 -0.010 -0.193 0.069
```
Positions in Å, forces in eV/Å.

Values from the calculation:
largest force on an atom = 1.56 eV/Å
SMILES = NC[C@@H](N)CCO
HOMO-LUMO gap = 9.933 eV
relative energy (zero: lowest compared OMol25 entry of this formula, charge and spin) = 1.574 eV

# 6
Molecular formula: C22H24Cl4N7O4PtS
Method: DFT, ωB97M-V/def2-TZVPD

Structure (XYZ):
```
63
Properties=species:S:1:pos:R:3:forces:R:3:lowdin_charge:R:1
Pt -0.04082 0.07535 -0.46620 -0.033 0.149 0.062 1.217
Cl -4.11804 6.00321 -0.52459 -0.002 0.000 0.000 0.760
C -3.12836 4.66575 -0.89041 0.005 -0.004 -0.005 -0.678
C -3.46122 3.85880 -2.08585 0.026 -0.023 0.008 -0.649
Cl -4.78258 4.35251 -3.02423 0.003 -0.001 -0.004 0.790
C -2.77367 2.74363 -2.42985 -0.007 0.077 0.010 -0.625
Cl -3.18378 1.76856 -3.77501 0.000 -0.012 0.001 0.773
C -1.69340 2.29213 -1.59030 -0.011 -0.026 0.047 -0.322
O -1.12669 1.22324 -1.81202 0.049 -0.048 -0.097 -0.120
C -1.20691 3.21878 -0.46654 -0.059 0.020 -0.033 -0.357
O -0.12499 3.02993 0.01372 0.066 -0.032 -0.020 0.121
C -2.07955 4.35587 -0.11165 -0.040 0.034 0.024 -0.633
Cl -1.63867 5.23299 1.26978 0.003 -0.006 -0.005 0.821
N -6.76507 -3.32516 2.41905 0.002 0.006 -0.001 0.120
C -5.84497 -2.32723 2.22678 -0.008 -0.008 -0.005 -0.308
C -5.05925 -1.86837 3.29225 0.010 0.015 0.004 -0.014
C -4.10740 -0.89113 3.09373 -0.007 -0.013 -0.003 -0.054
C -3.92406 -0.35939 1.82161 -0.016 -0.004 -0.011 -0.306
C -4.70032 -0.79761 0.75230 -0.003 -0.008 0.012 -0.072
C -5.65136 -1.77439 0.95155 0.002 0.005 -0.005 -0.020
S -2.69935 0.84983 1.56650 -0.024 -0.011 -0.028 0.652
O -3.06069 1.60867 0.38193 0.003 -0.027 0.045 -0.290
O -2.44591 1.54017 2.79029 0.014 0.020 -0.002 -0.252
N -1.36022 0.03670 1.09317 0.148 -0.058 0.036 -0.212
C -0.56832 -0.72094 1.88797 -0.065 0.027 -0.085 -0.460
N -0.79458 -1.15226 3.11282 -0.006 0.003 0.023 0.174
C 0.16720 -1.90646 3.63846 -0.012 0.006 0.000 -0.078
C 1.33776 -2.24116 2.96833 0.009 -0.004 0.001 -0.029
C 1.49452 -1.75439 1.68523 0.010 0.013 0.015 -0.084
N 0.54730 -0.99741 1.14688 0.013 -0.064 0.023 -0.049
H -7.05501 -3.52544 3.36030 -0.001 -0.004 0.004 0.101
H -7.47593 -3.45588 1.72085 -0.002 -0.003 -0.004 0.100
H -5.20890 -2.28250 4.28152 0.000 0.001 0.000 0.117
H -3.50359 -0.53121 3.91480 0.001 0.000 0.002 0.113
H -4.57225 -0.35003 -0.22499 0.002 0.008 0.000 0.110
H -6.26571 -2.10955 0.12502 -0.001 -0.001 0.001 0.116
H -0.00817 -2.26356 4.64662 -0.002 0.001 -0.001 0.123
H 2.09575 -2.85593 3.42730 0.001 0.002 -0.001 0.111
H 2.37407 -1.96429 1.09338 -0.009 0.005 -0.016 0.108
N -2.15256 -1.82576 -1.83142 -0.021 -0.076 -0.036 0.033
H -1.96340 -2.76717 -2.15850 -0.039 -0.003 -0.018 0.022
H -2.68244 -1.36169 -2.56186 0.010 0.012 -0.001 0.013
H -2.77551 -1.91990 -1.03526 0.037 0.025 0.025 0.000
C 0.95297 -0.57721 -3.17437 -0.042 -0.003 -0.006 -0.139
C 2.04091 -0.43870 -4.26459 0.011 -0.007 -0.001 -0.137
N 3.32496 -0.08891 -3.66421 -0.007 -0.010 0.006 -0.152
C 3.62666 -1.04189 -2.60360 0.001 0.004 -0.010 -0.139
C 2.60322 -0.90265 -1.45056 -0.010 0.011 0.024 -0.156
N 1.47710 -0.03227 -1.88453 -0.020 0.031 0.009 -0.314
C 2.01959 1.34037 -2.13259 -0.004 -0.003 0.006 -0.134
C 3.23285 1.24808 -3.08692 0.010 -0.001 -0.003 -0.137
H 0.67525 -1.61388 -2.98567 0.006 0.004 -0.002 0.117
H 0.04410 -0.03470 -3.42664 0.015 -0.010 0.006 0.101
H 1.77696 0.33871 -4.98219 0.002 0.003 0.003 0.126
H 2.14759 -1.37253 -4.81669 0.001 0.002 -0.001 0.124
H 4.63806 -0.86402 -2.23846 0.001 0.002 -0.001 0.125
H 3.60035 -2.04643 -3.02668 -0.002 -0.001 0.001 0.126
H 3.04410 -0.43519 -0.56876 -0.009 -0.008 0.001 0.118
H 2.18009 -1.86648 -1.16862 0.000 -0.003 0.013 0.109
H 2.27247 1.77859 -1.16849 0.003 -0.001 -0.001 0.118
H 1.20987 1.92779 -2.56245 -0.003 -0.003 -0.007 0.113
H 4.16238 1.45771 -2.55692 0.001 -0.003 -0.001 0.126
H 3.14179 1.97808 -3.89103 -0.001 0.002 0.001 0.125
```
Positions in Å, forces in eV/Å.

Values from the calculation:
largest force on an atom = 0.16 eV/Å
charge = +1
HOMO-LUMO gap = 5.704 eV
relative energy (zero: lowest compared OMol25 entry of this formula, charge and spin) = 0.355 eV